The following is a DFT calculation (wB97M-V/def2-TZVPD) of a molecular structure, C6H9IN.

Last column: Mulliken charge in e.
Geometry (Å):
C 0.996 -0.273 0.095  0.863
C 0.772 -1.468 0.693  -0.937
C -0.291 0.332 0.298  -0.505
C 2.437 0.134 -0.775  -0.111
C 2.425 1.357 -1.463  -1.115
C -1.643 -1.837 0.932  -0.941
N -0.537 -0.861 1.201  0.108
I 4.153 -1.063 -0.396  0.389
H -0.248 1.285 0.695  0.353
H -1.133 0.209 -0.501  0.241
H 2.515 2.183 -0.584  0.353
H 1.568 1.695 -1.858  0.433
H 3.319 1.325 -2.019  0.362
H -2.576 -1.431 1.171  0.390
H -1.531 -2.209 -0.118  0.359
H -1.501 -2.576 1.653  0.396
H -0.347 -0.716 2.181  0.362

Calculated values
Frontier orbital gap   6.84 eV
ΔE to the lowest compared entry with this formula, charge and spin   3.9912 eV
E_HOMO   -0.4655 Eh
Charge   +1
E_LUMO   -5.83 eV
Max |F|   7.690 eV/Å

---

The following is a DFT calculation (wB97M-V/def2-TZVPD) of a gas-phase ion, C6H9INO (charge +1).

Last column: Mulliken charge in e.
Geometry (Å):
C -0.555 -2.199 0.108  -1.292
C 0.356 -1.089 -0.171  0.654
N 1.540 -1.016 0.259  -0.220
C 2.312 0.014 0.367  -0.099
I 4.355 -0.241 0.281  0.349
C 1.609 1.334 0.594  -0.599
C 0.201 1.284 -0.022  -0.929
C 0.035 0.149 -0.999  0.073
O -1.193 0.137 -1.643  -0.501
H 0.013 -2.926 0.610  0.440
H -0.857 -2.457 -0.859  0.351
H -1.273 -1.967 0.844  0.372
H 1.723 1.831 1.539  0.428
H 2.219 1.991 0.005  0.393
H -0.616 1.065 0.684  0.374
H -0.092 2.094 -0.610  0.510
H 0.824 0.284 -1.792  0.368
H -1.798 0.618 -1.191  0.327

Calculated values
Frontier orbital gap   8.52 eV
SMILES string   CC1=[N+]=C(I)CC[C@@H]1O
ΔE to the lowest compared entry with this formula, charge and spin   0.4903 eV
E_HOMO   -0.5223 Eh
Charge   +1
E_LUMO   -5.69 eV
Max |F|   4.484 eV/Å

---

The following is a DFT calculation (wB97M-V/def2-TZVPD) of a gas-phase ion, C6H9INO2 (charge +1).

Last column: Mulliken charge in e.
Geometry (Å):
N -0.636 -2.231 0.393  -0.378
C -0.975 -0.985 0.793  0.484
O -0.619 -0.561 1.921  -0.402
C -1.664 -0.167 -0.261  -0.426
C -0.661 0.732 -1.005  -0.624
C 0.244 1.481 0.049  0.620
O -0.257 2.042 1.016  -0.621
C 1.686 1.457 -0.153  -0.560
C 2.185 0.292 -0.462  -0.426
I 4.167 -0.332 -0.101  0.198
H -0.736 -2.471 -0.598  0.266
H 0.128 -2.612 0.946  0.302
H -0.620 0.401 1.924  0.506
H -2.480 0.450 0.142  0.301
H -1.977 -0.957 -0.970  0.261
H -1.174 1.475 -1.492  0.418
H -0.124 0.264 -1.859  0.377
H 2.078 2.106 0.628  0.392
H 1.435 -0.385 -0.912  0.312

Calculated values
Frontier orbital gap   8.87 eV
SMILES string   [NH2+]=C(O)CCC(=O)/C=C/I
ΔE to the lowest compared entry with this formula, charge and spin   0.0000 eV
E_HOMO   -0.4791 Eh
Charge   +1
E_LUMO   -4.16 eV
Max |F|   3.651 eV/Å

---

The following is a DFT calculation (wB97M-V/def2-TZVPD) of a molecular structure, C6H9INP2S.

Last column: Mulliken charge in e.
Geometry (Å):
C -1.329 -1.947 -0.446  0.063
C -1.279 -0.690 -0.116  -0.533
C 3.003 1.024 1.337  -0.474
C -2.218 0.398 1.302  -0.188
C 0.194 -0.614 -2.060  -0.630
C 0.938 0.006 0.160  -0.973
N -0.213 0.040 -0.809  0.286
P -2.060 1.998 0.937  -0.085
P 2.337 1.228 -0.239  0.129
S -0.306 -2.459 -1.755  -0.014
I -0.653 0.191 -3.991  0.169
H -1.964 -2.776 -0.154  0.407
H 3.921 1.591 1.398  0.287
H 2.552 0.313 2.078  0.240
H -2.417 -0.266 2.138  0.416
H 1.214 -0.583 -2.236  0.553
H 0.727 0.159 1.285  0.389
H 1.290 -1.060 0.093  0.498
H -0.556 1.055 -0.759  0.345
H -3.181 2.391 1.840  0.113

Calculated values
Frontier orbital gap   8.27 eV
ΔE to the lowest compared entry with this formula, charge and spin   3.8098 eV
E_HOMO   -0.4612 Eh
Charge   +1
E_LUMO   -4.28 eV
Max |F|   4.731 eV/Å

---

The following is a DFT calculation (wB97M-V/def2-TZVPD) of a single C6H9N molecule.

Last column: Mulliken charge in e.
Geometry (Å):
C 2.873 0.455 2.174  -1.408
C 1.857 0.165 1.199  1.274
C 0.998 -0.091 0.403  -0.543
C -0.013 -0.356 -0.577  -0.778
C -1.413 -0.355 -0.025  -0.072
N -2.468 -0.563 -0.656  -0.501
C -2.468 0.063 -1.956  -0.768
H 2.815 1.504 2.464  0.307
H 3.860 0.252 1.756  0.309
H 2.711 -0.164 3.056  0.294
H 0.122 -1.372 -0.980  0.279
H 0.205 0.348 -1.366  0.325
H -1.563 -0.391 1.025  0.479
H -1.596 -0.193 -2.602  0.222
H -2.464 1.200 -1.813  0.238
H -3.457 -0.502 -2.102  0.342

Calculated values
Frontier orbital gap   9.85 eV
SMILES string   CC#CC/C=N\C
ΔE to the lowest compared entry with this formula, charge and spin   4.0719 eV
E_HOMO   -0.3331 Eh
E_LUMO   0.79 eV
Max |F|   3.357 eV/Å

---

The following is a DFT calculation (wB97M-V/def2-TZVPD) of 2 unconnected molecules or ions with the total composition C6H9N.

Last column: Mulliken charge in e.
Geometry (Å):
C 1.520 2.889 0.091  -0.377
C -0.741 -0.149 1.227  -0.263
C -1.628 -0.631 0.520  0.111
C 1.656 0.457 0.242  -0.381
C -2.727 -1.155 -0.211  -1.277
C 1.384 -0.734 -0.683  -1.022
N 1.305 1.681 0.179  0.016
H -0.006 -0.074 1.960  0.505
H 0.916 3.552 0.660  0.206
H 2.039 0.377 1.226  0.587
H -3.565 -0.581 -0.437  0.359
H -3.191 -2.011 0.237  0.301
H -2.391 -1.472 -1.145  0.320
H 0.419 -0.656 -1.144  0.286
H 1.251 -1.607 -0.094  0.329
H 2.239 -0.974 -1.383  0.301

Calculated values
Frontier orbital gap   8.33 eV
ΔE to the lowest compared entry with this formula, charge and spin   6.1431 eV
E_HOMO   -0.2763 Eh
E_LUMO   0.81 eV
Max |F|   4.505 eV/Å

---

The following is a DFT calculation (wB97M-V/def2-TZVPD) of a single C6H9N molecule.

Last column: Mulliken charge in e.
Geometry (Å):
C 2.688 0.731 1.924  -1.285
C 1.746 0.107 0.992  0.861
C 0.971 -0.405 0.223  -0.156
C -0.003 -1.009 -0.695  -0.997
C -1.402 -0.469 -0.477  0.060
C -1.886 0.719 -1.209  -0.461
N -2.320 -0.624 -1.597  -0.606
H 2.674 1.821 1.822  0.290
H 3.711 0.388 1.739  0.292
H 2.433 0.486 2.961  0.291
H -0.008 -2.099 -0.570  0.278
H 0.281 -0.816 -1.736  0.315
H -1.795 -0.616 0.530  0.390
H -1.233 1.213 -1.926  0.215
H -2.592 1.379 -0.709  0.268
H -3.265 -0.805 -1.271  0.243

Calculated values
Frontier orbital gap   10.43 eV
SMILES string   CC#CC[C@H]1CN1
ΔE to the lowest compared entry with this formula, charge and spin   2.7992 eV
E_HOMO   -0.3451 Eh
E_LUMO   1.04 eV
Max |F|   0.492 eV/Å

---

The following is a DFT calculation (wB97M-V/def2-TZVPD) of a single C6H9N molecule.

Last column: Mulliken charge in e.
Geometry (Å):
C -2.924 1.477 -0.902  -1.298
C -1.570 1.175 -0.433  0.888
C -0.456 0.933 -0.042  -0.179
C 0.920 0.644 0.380  -0.765
N 1.028 -0.643 1.060  -0.338
C 2.242 -1.389 0.781  -0.463
C 0.941 -1.809 0.204  -0.249
H -2.894 2.073 -1.820  0.298
H -3.483 2.041 -0.149  0.287
H -3.477 0.557 -1.116  0.295
H 1.575 0.693 -0.509  0.259
H 1.267 1.419 1.074  0.343
H 2.680 -1.923 1.621  0.235
H 2.964 -0.944 0.095  0.220
H 0.791 -1.648 -0.864  0.227
H 0.398 -2.654 0.620  0.240

Calculated values
Frontier orbital gap   10.24 eV
SMILES string   CC#CCN1CC1
ΔE to the lowest compared entry with this formula, charge and spin   3.1639 eV
E_HOMO   -0.3367 Eh
E_LUMO   1.08 eV
Max |F|   0.521 eV/Å

---

The following is a DFT calculation (wB97M-V/def2-TZVPD) of a single C6H9N molecule.

Last column: Mulliken charge in e.
Geometry (Å):
C -1.442 -1.935 -0.323  -0.638
C -0.203 -1.512 -0.420  0.259
C 0.991 -1.585 -1.172  -0.501
C 1.092 -0.685 0.098  -0.256
N 0.924 0.682 -0.042  -0.574
C 0.112 1.275 0.768  0.164
C -0.240 2.717 0.619  -0.991
H -1.865 -2.622 -1.051  0.242
H -2.098 -1.580 0.465  0.232
H 1.019 -1.071 -2.129  0.248
H 1.536 -2.521 -1.108  0.232
H 1.580 -1.069 0.987  0.377
H -0.370 0.676 1.561  0.358
H -0.123 3.237 1.573  0.288
H 0.376 3.198 -0.144  0.296
H -1.289 2.795 0.319  0.265

Calculated values
Frontier orbital gap   9.74 eV
SMILES string   C=C1C[C@H]1/N=C/C
ΔE to the lowest compared entry with this formula, charge and spin   3.2009 eV
E_HOMO   -0.3166 Eh
E_LUMO   1.13 eV
Max |F|   4.359 eV/Å

---

The following is a DFT calculation (wB97M-V/def2-TZVPD) of a single C6H9N molecule.

Last column: Mulliken charge in e.
Geometry (Å):
C -0.144 -0.630 -1.949  -1.257
C 0.281 -0.037 -0.633  0.931
C 1.615 0.435 -0.431  -0.663
C 1.696 0.899 0.849  -0.509
N 0.468 0.721 1.433  -0.041
C -0.365 0.000 0.589  -0.066
C -1.766 -0.310 1.022  -1.230
H 0.595 -1.374 -2.258  0.324
H -0.278 0.148 -2.697  0.266
H -1.054 -1.235 -1.902  0.338
H 2.432 0.395 -1.130  0.398
H 2.495 1.334 1.423  0.402
H 0.274 0.966 2.388  0.182
H -1.844 -1.392 1.186  0.262
H -1.946 0.268 1.921  0.346
H -2.459 -0.189 0.189  0.315

Calculated values
Frontier orbital gap   8.83 eV
SMILES string   Cc1cc[nH]c1C
ΔE to the lowest compared entry with this formula, charge and spin   0.3978 eV
E_HOMO   -0.2858 Eh
E_LUMO   1.05 eV
Max |F|   1.830 eV/Å

---

The following is a DFT calculation (wB97M-V/def2-TZVPD) of a single C6H9N molecule.

Last column: Mulliken charge in e.
Geometry (Å):
C -0.747 -2.098 -0.298  -1.165
C -0.428 -0.955 -1.231  0.531
C -0.961 -0.793 -2.412  -0.274
C 0.631 0.078 -0.863  -0.703
N 0.090 1.203 -0.119  -0.260
C 1.030 1.853 0.775  -0.450
C -0.090 1.041 1.312  -0.328
H 0.172 -2.657 -0.079  0.288
H -1.466 -2.791 -0.742  0.365
H -1.160 -1.735 0.649  0.281
H 1.418 -0.461 -0.300  0.320
H 1.102 0.483 -1.766  0.441
H 1.000 2.940 0.795  0.249
H 2.027 1.417 0.858  0.231
H 0.170 0.085 1.768  0.245
H -0.967 1.527 1.733  0.230

Calculated values
Frontier orbital gap   9.46 eV
ΔE to the lowest compared entry with this formula, charge and spin   5.2756 eV
E_HOMO   -0.3505 Eh
E_LUMO   -0.07 eV
Max |F|   0.747 eV/Å

---

The following is a DFT calculation (wB97M-V/def2-TZVPD) of a single C6H9N molecule.

Last column: Mulliken charge in e.
Geometry (Å):
C 2.491 -0.015 -0.572  -1.237
C 1.033 0.205 -0.227  0.677
C 0.695 0.785 0.959  -0.481
N -0.692 0.542 1.214  -0.304
C -1.238 -0.303 0.125  0.529
C -0.079 -0.534 -0.724  -0.749
C -2.642 -0.127 -0.142  -1.159
H 2.750 0.370 -1.553  0.303
H 2.658 -1.081 -0.404  0.305
H 3.210 0.444 0.130  0.327
H 1.261 1.061 1.839  0.376
H -1.234 1.372 1.373  0.379
H -0.189 -0.879 -1.732  0.416
H -1.645 -1.328 0.375  0.062
H -3.418 -0.537 0.512  0.293
H -2.960 0.028 -1.174  0.264

Calculated values
Frontier orbital gap   6.30 eV
ΔE to the lowest compared entry with this formula, charge and spin   5.0681 eV
E_HOMO   -0.2434 Eh
E_LUMO   -0.32 eV
Max |F|   4.037 eV/Å

---

The following is a DFT calculation (wB97M-V/def2-TZVPD) of 2 unconnected molecules or ions with the total composition C6H9N.

Last column: Mulliken charge in e.
Geometry (Å):
C -1.623 -2.047 0.283  -0.192
C -1.849 -0.930 -0.076  -0.560
C 1.190 -1.774 0.327  -0.539
C 0.467 0.929 -1.465  -1.118
C 0.049 1.327 1.181  -1.033
C 0.441 0.486 -0.045  0.608
N 1.166 -0.568 0.146  -0.063
H -1.073 -2.785 0.827  0.362
H 2.152 -2.038 0.768  0.251
H -2.139 -0.135 -0.700  0.414
H -0.411 0.877 -2.017  0.245
H 0.833 1.867 -1.558  0.380
H 1.116 0.245 -2.099  0.318
H 0.161 0.823 2.085  0.375
H -1.077 1.426 1.168  0.254
H 0.595 2.297 1.177  0.297

Calculated values
Frontier orbital gap (spin up / spin down)   8.58 / 8.58 eV
ΔE to the lowest compared entry with this formula, charge and spin   6.0968 eV
E_HOMO (spin up / spin down)   -0.2831 / -0.2831 Eh
E_LUMO (spin up / spin down)   0.88 / 0.88 eV
Max |F|   3.473 eV/Å

---

The following is a DFT calculation (wB97M-V/def2-TZVPD) of a single C6H9N molecule.

Last column: Mulliken charge in e.
Geometry (Å):
H -2.716 1.465 1.000  0.233
N -2.004 0.744 0.894  -0.657
C -0.957 1.235 0.352  0.827
C -0.719 2.670 -0.024  -1.179
C 0.200 0.351 0.211  -0.471
C 0.097 -0.948 0.348  0.172
C 0.359 -2.216 0.285  -0.403
C 1.361 -2.525 -0.809  -0.929
H 0.232 3.010 0.405  0.301
H -0.639 2.762 -1.112  0.275
H -1.521 3.314 0.340  0.377
H 1.201 0.781 0.140  0.262
H 0.189 -2.882 1.128  0.325
H 1.692 -3.556 -0.734  0.332
H 2.229 -1.878 -0.615  0.244
H 1.010 -2.294 -1.817  0.290

Calculated values
Frontier orbital gap   9.13 eV
SMILES string   [H]/N=C(\C)C=C=CC
ΔE to the lowest compared entry with this formula, charge and spin   2.9190 eV
E_HOMO   -0.3123 Eh
E_LUMO   0.63 eV
Max |F|   0.574 eV/Å